Entry from OMol25: a 2-piece molecular cluster, C6H12O overall (ωB97M-V/def2-TZVPD).

```
! RIJCOSX wB97M-V def2-TZVPD def2/J DEFGRID3
* xyz 0 1
C 2.18 0.44 -0.59
C 1.28 -0.09 0.47
C 0.32 -0.99 0.28
C -0.28 -1.41 -1.03
C -1.88 0.14 1.36
C -1.70 1.06 0.42
O -0.78 2.06 0.57
H 2.20 1.53 -0.70
H 1.94 -0.02 -1.56
H 3.20 0.12 -0.33
H 1.48 0.22 1.50
H -0.05 -1.48 1.17
H -0.26 -0.62 -1.79
H 0.23 -2.29 -1.44
H -1.34 -1.68 -0.91
H -1.27 0.15 2.26
H -2.52 -0.71 1.19
H -2.21 1.01 -0.54
H -0.62 2.47 -0.29
*
```

* relative energy (zero: lowest compared OMol25 entry of this formula, charge and spin): 52.23 kcal per mole
* F_max: 0.50 eV Å⁻¹
* SMILES: C/C=C\C.C=CO

=====

Entry from OMol25: the molecule C6H12O (ωB97M-V/def2-TZVPD).

```
! RIJCOSX wB97M-V def2-TZVPD def2/J DEFGRID3
* xyz 0 1
C -1.12 -0.94 0.36
C -0.92 1.51 -0.20
C -0.84 2.04 -1.61
O 0.30 1.04 0.06
C 0.29 -0.35 0.49
C 0.78 -0.55 1.91
C 1.26 -0.95 -0.54
H -1.64 -0.64 -0.56
H -1.75 -0.64 1.20
H -1.01 -2.02 0.35
H -0.08 1.49 -2.20
H -0.59 3.10 -1.61
H -1.82 1.92 -2.08
H 0.72 -1.62 2.14
H 1.82 -0.22 2.05
H 0.13 -0.02 2.62
H 2.27 -0.58 -0.35
H 0.96 -0.64 -1.54
H 1.26 -2.04 -0.49
*
```

* relative energy (zero: lowest compared OMol25 entry of this formula, charge and spin): 82.02 kcal per mole
* F_max: 0.57 eV Å⁻¹

=====

Entry from OMol25: the molecule C6H12O at a distorted geometry (ωB97M-V/def2-TZVPD).

```
! RIJCOSX wB97M-V def2-TZVPD def2/J DEFGRID3
* xyz 0 1
C 0.02 -0.26 3.53
C -0.23 -0.70 2.09
C 0.00 0.43 1.08
C -0.03 0.45 -2.72
O 1.00 -0.59 -2.73
C -0.46 0.85 -1.35
C -0.43 0.00 -0.31
H 0.30 0.78 3.75
H 0.82 -0.81 4.04
H -0.85 -0.38 4.18
H 0.41 -1.55 1.83
H -1.27 -1.03 2.06
H 1.08 0.53 1.01
H -0.53 1.33 1.32
H 0.55 1.17 -3.30
H -0.76 0.13 -3.47
H 0.57 -1.39 -2.39
H -0.73 1.90 -1.26
H -0.85 -1.00 -0.38
*
```

* relative energy (zero: lowest compared OMol25 entry of this formula, charge and spin): 60.11 kcal per mole
* F_max: 2.58 eV Å⁻¹
* SMILES: CCC/C=C/CO

=====

Entry from OMol25: a 2-piece molecular cluster, C6H12O overall (ωB97M-V/def2-TZVPD).

```
! RIJCOSX wB97M-V def2-TZVPD def2/J DEFGRID3
* xyz 0 1
C -1.97 0.81 0.78
C -1.84 -0.47 -0.04
C -0.45 -1.08 -0.22
C 0.47 -0.50 -1.26
C 1.79 -0.65 -1.23
C 1.86 1.30 0.37
O 1.13 1.00 1.28
H -1.63 0.67 1.81
H -1.38 1.63 0.36
H -3.01 1.13 0.81
H -2.46 -1.23 0.42
H -2.27 -0.30 -1.03
H 0.07 -1.20 0.73
H -0.58 -2.09 -0.64
H -0.01 0.00 -2.09
H 2.44 -0.27 -2.00
H 2.26 -1.17 -0.41
H 2.93 1.02 0.35
H 1.54 1.92 -0.49
*
```

* relative energy (zero: lowest compared OMol25 entry of this formula, charge and spin): 48.23 kcal per mole
* F_max: 0.62 eV Å⁻¹
* SMILES: C=CCCC.C=O